*1*
17
Properties=species:S:1:pos:R:3:mulliken_charge:R:1 method="wB97M-V/def2-TZVPD" spin_multiplicity=1 total_charge=0 smiles="c1ccncc1.C=C" homo_lumo_gap_ev=10.400
C -0.567 -1.335 1.355 0.110
C -0.616 -1.874 0.049 -0.590
C -1.372 -1.031 -0.722 -0.006
N -1.822 0.219 -0.555 -0.520
C -1.390 0.766 0.674 0.065
C -0.829 0.042 1.635 -0.516
H -0.329 -2.016 2.241 0.283
H -0.370 -2.902 -0.286 0.338
H -1.504 -1.249 -1.830 0.313
H -1.822 1.946 0.469 0.299
H -0.908 0.136 2.823 0.225
C 2.973 1.988 -0.615 -0.529
C 2.900 0.931 -1.551 -0.484
H 2.169 2.649 -0.790 0.200
H 3.355 1.986 0.347 0.330
H 2.089 0.863 -2.451 0.155
H 3.478 0.127 -1.588 0.327



*2*
17
Properties=species:S:1:pos:R:3:mulliken_charge:R:1 method="wB97M-V/def2-TZVPD" spin_multiplicity=1 total_charge=0 smiles="c1ccncc1.C=C" homo_lumo_gap_ev=9.967
C -0.729 1.132 -0.255 -0.317
C -2.052 1.207 0.052 -0.476
C -2.904 0.038 0.255 -0.079
N -2.437 -1.218 0.219 -0.543
C -1.194 -1.333 -0.197 -0.271
C -0.399 -0.202 -0.522 -0.307
H -0.027 1.804 -0.576 0.472
H -2.321 2.188 0.523 0.279
H -4.004 0.108 0.690 0.290
H -0.815 -2.384 -0.129 0.322
H 0.577 -0.430 -0.841 0.592
C 2.259 -0.449 -0.257 -0.313
C 3.233 0.079 0.486 -0.398
H 1.947 0.323 -0.919 0.176
H 1.599 -1.407 -0.036 0.138
H 3.486 1.160 0.241 0.227
H 3.781 -0.617 1.267 0.208



*3*
17
Properties=species:S:1:pos:R:3:mulliken_charge:R:1 method="wB97M-V/def2-TZVPD" spin_multiplicity=1 total_charge=0 smiles=C1[C@@H]2[C@@H]3[C@H]4CN([C@H]23)[C@@H]14 homo_lumo_gap_ev=9.308
C -1.447 0.869 0.090 -0.376
C -1.451 -0.575 0.103 -0.958
C -0.098 -1.079 0.617 -0.137
C 0.917 0.038 0.923 -0.164
C 1.886 -0.005 -0.232 -0.530
N 0.450 0.241 -0.996 -0.659
C -0.299 -0.869 -0.709 -0.321
C -0.020 1.151 0.138 -0.299
H -1.881 1.392 0.917 0.435
H -1.647 1.417 -0.911 0.276
H -2.424 -0.934 0.080 0.458
H -0.098 -2.197 0.992 0.280
H 1.036 0.291 2.135 0.292
H 2.530 -0.760 -0.255 0.421
H 2.358 1.034 -0.046 0.247
H -0.326 -1.301 -1.578 0.714
H 0.369 2.186 0.062 0.322



Which is the most stable structure? *2* is the most stable.



*1*
17
Properties=species:S:1:pos:R:3:mulliken_charge:R:1 method="wB97M-V/def2-TZVPD" spin_multiplicity=1 total_charge=0 homo_lumo_gap_ev=8.531
C -0.210 2.171 -0.529 -1.188
C -0.267 0.963 0.013 0.635
C -1.617 0.484 0.297 -0.554
C -1.705 -0.955 0.665 -0.197
C -1.528 -2.254 0.640 -0.241
C 1.109 0.151 0.039 0.282
C 1.439 -1.097 -0.434 -0.493
H -0.070 2.775 0.360 0.279
H 0.599 2.373 -1.307 0.346
H -1.256 2.139 -1.130 0.244
H -2.410 0.985 -0.469 0.149
H -0.731 -3.477 0.602 0.321
H 1.945 0.985 0.200 0.218
H 0.652 -1.613 -0.723 0.420
H 2.413 -1.659 -0.612 0.188
H 0.375 -1.119 1.347 0.259
N 1.262 -0.852 1.040 -0.668



*2*
17
Properties=species:S:1:pos:R:3:mulliken_charge:R:1 method="wB97M-V/def2-TZVPD" spin_multiplicity=1 total_charge=0 smiles="CN1[C@H]2C=C[C@@H]1C=C2" homo_lumo_gap_ev=8.978
C 2.103 -0.279 -0.029 -0.960
N 0.748 -0.685 0.100 -0.292
C -0.106 -0.085 -1.017 -0.142
C -0.697 1.206 -0.700 -0.228
C -0.530 1.179 0.593 -0.449
C -0.275 -0.153 1.062 -0.095
C -1.444 -0.814 0.580 -0.150
C -1.393 -1.040 -0.770 -0.763
H 2.258 -0.391 1.019 0.375
H 2.621 -0.985 -0.781 0.337
H 2.383 0.792 -0.031 0.333
H 0.490 -0.172 -1.999 0.420
H -0.678 2.285 -1.332 0.276
H -1.148 2.060 1.038 0.281
H -0.076 -0.142 2.149 0.445
H -2.097 -1.200 1.495 0.246
H -2.158 -1.574 -1.377 0.365



Which is the most stable structure? *2* is the most stable.



*1*
17
Properties=species:S:1:pos:R:3:mulliken_charge:R:1 method="wB97M-V/def2-TZVPD" spin_multiplicity=1 total_charge=0 homo_lumo_gap_ev=9.594
C 2.112 1.012 0.804 -1.017
C 1.097 0.355 0.254 0.381
C 1.224 -0.890 -0.555 -0.478
C 0.059 -1.365 -0.967 -0.605
C -1.222 -0.599 -0.752 0.069
C -1.370 -0.264 0.737 -0.599
C -0.379 0.848 0.386 0.043
H 1.971 1.914 1.360 0.283
H 3.155 0.755 0.544 0.247
H 2.209 -1.415 -0.652 0.295
H -0.070 -2.387 -1.322 0.330
H -2.153 -0.920 -1.253 0.429
H -1.086 -1.118 1.437 0.260
H -2.420 0.033 0.879 0.317
H -0.432 1.723 1.033 0.407
H -1.801 1.440 -0.920 0.313
N -0.894 0.878 -1.012 -0.675



*2*
17
Properties=species:S:1:pos:R:3:mulliken_charge:R:1 method="wB97M-V/def2-TZVPD" spin_multiplicity=1 total_charge=0 smiles="C#CC1(C=C)CNC1" homo_lumo_gap_ev=10.310
C -1.597 1.967 0.022 0.218
C -0.896 1.031 -0.199 -1.468
C 0.097 -0.134 -0.130 1.793
C -0.817 -1.265 -0.232 -0.496
C -2.078 -1.286 0.079 -0.800
C 1.471 0.007 -0.995 -0.686
N 2.310 0.183 0.223 -0.495
C 1.096 -0.101 1.043 -0.812
H -2.194 2.795 0.207 0.461
H -0.398 -2.212 -0.464 0.317
H -2.618 -0.393 0.319 0.214
H -2.650 -2.169 0.281 0.255
H 1.570 0.915 -1.532 0.292
H 1.601 -0.826 -1.647 0.325
H 3.000 -0.477 0.374 0.232
H 0.851 0.731 1.588 0.333
H 1.012 -0.955 1.785 0.317



*3*
17
Properties=species:S:1:pos:R:3:mulliken_charge:R:1 method="wB97M-V/def2-TZVPD" spin_multiplicity=1 total_charge=0 smiles=Cc1[nH]cc2c1CC2 homo_lumo_gap_ev=8.930
C 2.241 -1.128 0.141 -1.206
C 1.115 -0.241 -0.109 -0.188
N 1.248 1.125 -0.138 0.025
C -0.005 1.719 0.042 -0.741
C -0.894 0.747 0.026 -0.054
C -0.212 -0.481 -0.001 0.649
C -1.470 -1.294 -0.157 -0.511
C -2.324 0.000 0.119 -0.385
H 1.853 -2.085 0.656 0.273
H 2.892 -1.455 -0.901 0.221
H 3.028 -0.825 0.883 0.320
H 2.221 1.526 -0.259 0.268
H -0.056 2.830 0.230 0.340
H -1.785 -1.815 -0.998 0.313
H -1.692 -2.214 0.521 0.219
H -2.820 0.078 1.117 0.222
H -3.080 0.145 -0.653 0.235



*4*
17
Properties=species:S:1:pos:R:3:mulliken_charge:R:1 method="wB97M-V/def2-TZVPD" spin_multiplicity=1 total_charge=0 smiles="C[C@@]12CC=NC=C1C2" homo_lumo_gap_ev=9.401
C -0.517 0.808 1.533 -1.538
C 0.234 0.319 0.339 1.082
C 0.422 -1.159 0.311 -0.888
C -0.763 -1.729 -0.353 0.039
N -1.219 -1.151 -1.372 -0.483
C -0.436 -0.141 -1.916 -0.439
C 0.033 0.722 -1.055 0.269
C 1.151 1.396 -0.441 -0.924
H 0.106 0.960 2.378 0.387
H -1.333 0.104 1.796 0.341
H -0.904 1.866 1.456 0.342
H 0.479 -1.518 1.375 0.284
H 1.420 -1.274 -0.193 0.292
H -1.377 -2.596 0.024 0.341
H -0.253 -0.203 -3.064 0.284
H 2.072 1.358 -0.951 0.322
H 0.887 2.238 0.134 0.290



Which is the most stable structure? *1* is the most stable.



*1*
11
Properties=species:S:1:pos:R:3:mulliken_charge:R:1 method="wB97M-V/def2-TZVPD" spin_multiplicity=1 total_charge=0 homo_lumo_gap_ev=10.189
C -0.666 1.962 0.500 0.412
C -0.549 0.781 0.320 -0.530
C -0.458 -0.644 0.145 0.383
N -1.596 -1.243 -0.230 -0.353
O 0.583 -1.259 0.354 -0.578
O 3.404 -0.549 0.197 -0.490
O 1.821 0.646 -1.222 -0.456
S 2.215 0.257 0.115 0.746
H -0.735 3.002 0.641 0.408
H -2.428 -0.714 -0.429 0.216
H -1.590 -2.238 -0.390 0.243



*2*
11
Properties=species:S:1:pos:R:3:mulliken_charge:R:1 method="wB97M-V/def2-TZVPD" spin_multiplicity=1 total_charge=0 smiles="O=C1NO[C@H](C=S)O1" homo_lumo_gap_ev=8.241
O 1.723 1.746 0.002 -0.546
C 1.240 0.634 -0.084 0.407
N 1.184 -0.298 -0.987 -0.099
O 0.878 -1.526 -0.387 -0.293
C -0.034 -1.008 0.640 0.459
C -1.347 -0.733 0.053 -0.391
S -2.226 0.669 -0.157 -0.129
O 0.924 0.015 1.195 -0.341
H 1.873 -0.552 -1.678 0.315
H -0.115 -1.732 1.494 0.324
H -1.797 -1.579 -0.521 0.294



*3*
11
Properties=species:S:1:pos:R:3:mulliken_charge:R:1 method="wB97M-V/def2-TZVPD" spin_multiplicity=1 total_charge=0 homo_lumo_gap_ev=10.306
O 3.662 0.513 -0.290 -0.432
C 2.945 -0.426 0.054 0.219
O 1.558 -0.588 0.063 -0.099
N 0.878 0.729 0.127 -0.313
C -0.353 0.623 0.086 0.023
S -1.439 -0.926 -0.086 -0.043
C -3.048 -0.165 -0.145 0.142
O -3.056 1.017 0.039 -0.428
H 3.383 -1.472 0.533 0.228
H -0.716 1.606 -0.225 0.386
H -3.813 -0.910 -0.156 0.318



Which is the most stable structure? *1* is the most stable.



*1*
9
Properties=species:S:1:pos:R:3:mulliken_charge:R:1 method="wB97M-V/def2-TZVPD" spin_multiplicity=1 total_charge=0 homo_lumo_gap_ev="8.516 / 8.280"
C -0.581 -0.332 0.312 -0.283
C 0.226 0.717 -0.395 -0.801
C -2.198 -0.385 0.519 0.293
F -2.691 -1.646 0.616 -0.197
Cl -2.956 0.497 -0.747 -0.148
H -0.624 -1.279 -0.495 0.235
H -0.158 -0.636 1.320 0.263
H 1.014 1.171 0.137 0.312
H -0.129 0.973 -1.363 0.325



*2*
9
Properties=species:S:1:pos:R:3:mulliken_charge:R:1 method="wB97M-V/def2-TZVPD" spin_multiplicity=1 total_charge=0 homo_lumo_gap_ev="8.316 / 8.721"
C 0.080 0.062 0.340 -0.337
C -0.401 1.068 -0.628 -0.249
C 0.113 -1.301 -0.286 -0.300
F 0.365 1.699 -1.528 -0.228
Cl -1.066 -2.414 0.303 -0.163
H 1.019 0.430 0.547 0.244
H -0.510 -0.100 1.268 0.303
H -1.399 1.049 -1.098 0.334
H 0.575 -1.496 -1.266 0.395



Which is the most stable structure? *2* is the most stable.



*1*
9
Properties=species:S:1:pos:R:3:mulliken_charge:R:1 method="wB97M-V/def2-TZVPD" spin_multiplicity=1 total_charge=0 smiles=FC1(Cl)CC1 homo_lumo_gap_ev=11.492
F -0.823 -1.144 1.326 -0.259
C -0.354 -0.670 0.115 0.498
Cl -0.770 -2.095 -0.944 -0.201
C 0.903 0.169 0.091 -0.464
C -0.458 0.812 -0.160 -0.517
H 1.609 0.339 1.036 0.227
H 1.606 0.111 -0.779 0.234
H -0.734 1.019 -1.216 0.231
H -0.979 1.458 0.532 0.251



*2*
9
Properties=species:S:1:pos:R:3:mulliken_charge:R:1 method="wB97M-V/def2-TZVPD" spin_multiplicity=1 total_charge=0 homo_lumo_gap_ev=9.784
C 0.189 -0.958 0.329 -0.407
C -0.172 0.310 0.122 -0.395
C 3.947 0.810 0.246 0.026
F 3.227 0.512 1.240 -0.008
Cl 3.778 -0.406 -0.918 -0.023
H -0.266 -1.790 -0.068 0.282
H 1.167 -1.068 0.787 0.135
H 0.452 1.193 0.546 0.137
H -0.945 0.706 -0.494 0.252



Which is the most stable structure? *1* is the most stable.



*1*
60
Properties=species:S:1:pos:R:3:mulliken_charge:R:1 method="wB97M-V/def2-TZVPD" spin_multiplicity=1 total_charge=0 smiles="CCOc1ccc(CNC(=O)C2CCN(S(=O)(=O)N3CCCC3)CC2)cc1OC" homo_lumo_gap_ev=8.453
C -6.713 -1.471 0.026 -1.009
C -5.673 -1.336 1.135 -0.654
O -4.449 -1.726 0.649 -0.389
C -3.845 -0.687 0.153 0.329
C -4.324 0.552 -0.019 -0.968
C -3.450 1.593 -1.002 -1.064
C -2.229 1.218 -1.411 0.747
C -1.293 2.108 -1.933 -2.169
N 0.026 2.513 -1.262 0.011
C -0.116 3.404 -0.130 0.125
O -1.014 4.184 -0.234 -0.630
C 0.968 3.438 0.896 -0.125
C 2.467 3.267 0.153 -0.806
C 3.225 2.152 1.022 -1.125
N 2.591 0.999 0.652 -0.047
S 2.847 -0.084 -0.476 1.409
O 1.645 -0.157 -1.352 -0.858
O 4.096 0.294 -1.054 -0.793
N 2.543 -1.660 0.342 -0.121
C 2.693 -2.723 -0.698 -0.329
C 4.114 -2.996 -1.150 -1.150
C 4.813 -2.598 0.278 -0.606
C 3.726 -1.892 1.397 -1.043
C 1.092 0.944 1.654 0.189
C 0.711 2.238 1.853 -1.758
C -1.679 -0.141 -1.047 -0.379
C -2.560 -0.788 -0.312 1.327
O -2.234 -2.161 -0.097 -0.666
C -0.839 -2.887 -0.514 -1.687
H -6.726 -2.451 -0.445 0.301
H -6.510 -0.630 -0.797 0.291
H -7.647 -1.360 0.556 0.365
H -5.890 -2.010 1.850 0.557
H -5.900 -0.380 1.591 0.419
H -5.232 0.947 0.070 0.651
H -3.745 2.667 -0.862 0.316
H -1.692 3.036 -2.064 0.743
H -0.806 1.693 -2.859 0.373
H 0.792 1.721 -1.294 0.153
H 1.068 4.361 1.185 0.895
H 2.247 2.891 -0.890 0.309
H 3.044 4.146 0.046 0.548
H 3.627 2.271 1.913 0.579
H 4.261 2.008 0.235 0.277
H 2.135 -2.238 -1.706 0.292
H 2.233 -3.633 -0.187 0.331
H 4.343 -3.981 -1.230 0.417
H 4.475 -2.496 -1.881 0.444
H 5.649 -1.583 0.094 0.112
H 5.338 -3.362 0.619 0.694
H 4.006 -0.943 1.638 0.432
H 3.250 -2.491 1.976 0.628
H 1.337 0.140 2.272 0.787
H 0.638 0.365 0.697 -0.179
H -0.307 2.131 2.079 0.828
H 1.235 2.620 2.663 0.362
H -0.698 -0.539 -1.327 0.362
H -0.759 -3.637 0.012 0.700
H -0.065 -2.111 -0.108 0.441
H -0.840 -2.747 -1.367 0.815



*2*
60
Properties=species:S:1:pos:R:3:mulliken_charge:R:1 method="wB97M-V/def2-TZVPD" spin_multiplicity=1 total_charge=0 smiles="CC(C)[C@@H](C)NC(=O)COC(=O)c1cc(S(=O)(=O)N(C)C)ccc1N1CCCC1" homo_lumo_gap_ev=8.750
C 3.329 1.001 0.445 -1.237
C 4.372 0.062 -0.164 0.796
C 5.642 0.059 0.684 -1.741
C 3.838 -1.373 -0.363 -0.563
C 3.588 -2.137 0.936 -1.523
N 2.602 -1.330 -1.119 0.134
C 2.429 -1.803 -2.357 0.614
O 3.288 -2.318 -3.040 -0.704
C 0.997 -1.641 -2.899 -0.466
O 0.071 -1.218 -1.908 -0.341
C -0.411 0.040 -1.990 0.683
O -0.195 0.773 -2.927 -0.655
C -1.120 0.434 -0.757 0.446
C -0.549 0.006 0.440 -0.266
C -0.906 0.556 1.647 -0.187
S -0.082 -0.027 3.118 1.021
O -0.182 0.970 4.141 -0.748
O 1.221 -0.503 2.742 -0.647
N -0.959 -1.357 3.630 0.033
C -0.869 -2.505 2.764 -0.747
C -2.284 -1.033 4.093 -0.924
C -1.854 1.567 1.693 -1.191
C -2.484 1.962 0.539 -0.702
C -2.180 1.383 -0.718 0.469
N -2.913 1.704 -1.801 0.195
C -2.943 0.964 -3.046 -0.568
C -4.299 1.309 -3.654 -0.709
C -4.483 2.754 -3.205 -0.767
C -3.952 2.720 -1.775 -0.896
H 2.910 0.594 1.363 0.164
H 2.517 1.195 -0.254 0.247
H 3.794 1.955 0.680 0.500
H 4.627 0.439 -1.162 0.364
H 6.119 1.035 0.643 0.459
H 5.408 -0.160 1.722 0.348
H 6.349 -0.682 0.317 0.399
H 4.551 -1.928 -0.983 0.571
H 2.902 -1.599 1.586 0.245
H 4.520 -2.299 1.467 0.458
H 3.158 -3.110 0.703 0.423
H 1.815 -0.933 -0.631 0.043
H 0.661 -2.607 -3.285 0.350
H 1.018 -0.915 -3.720 0.325
H 0.227 -0.742 0.438 0.604
H -1.169 -3.396 3.315 0.378
H -1.502 -2.405 1.872 0.289
H 0.171 -2.603 2.463 0.187
H -2.206 -0.124 4.683 0.336
H -2.655 -1.842 4.723 0.337
H -2.987 -0.874 3.263 0.309
H -2.078 2.030 2.641 0.537
H -3.226 2.741 0.596 0.449
H -2.130 1.286 -3.706 0.261
H -2.820 -0.106 -2.853 0.354
H -5.081 0.678 -3.227 0.311
H -4.306 1.193 -4.734 0.364
H -3.870 3.414 -3.819 0.326
H -5.517 3.089 -3.253 0.384
H -4.751 2.432 -1.079 0.438
H -3.543 3.684 -1.463 0.432



Which is the most stable structure? *2* is the most stable.



*1*
13
Properties=species:S:1:pos:R:3:mulliken_charge:R:1 method="wB97M-V/def2-TZVPD" spin_multiplicity=1 total_charge=0 smiles="C[C@H](O)/C=C/F" homo_lumo_gap_ev=10.705
C -0.049 0.819 -1.466 -1.277
C 0.168 -0.288 -0.451 0.336
O -0.491 -1.529 -0.866 -0.540
C -0.327 0.001 0.939 -0.216
C 0.594 -0.250 1.880 -0.356
F 0.371 -0.126 3.166 -0.237
H -0.206 0.477 -2.508 0.325
H 0.739 1.561 -1.394 0.354
H -0.889 1.420 -1.205 0.342
H 1.227 -0.551 -0.305 0.200
H -1.415 -1.325 -0.766 0.342
H -1.321 0.241 1.219 0.377
H 1.598 -0.451 1.757 0.349



*2*
13
Properties=species:S:1:pos:R:3:mulliken_charge:R:1 method="wB97M-V/def2-TZVPD" spin_multiplicity=1 total_charge=0 smiles="CCC(=O)CF" homo_lumo_gap_ev=10.619
C 0.040 1.371 -0.763 -1.132
C 0.376 0.763 0.551 -0.214
C -0.587 -0.425 0.681 0.409
O -1.604 -0.399 1.355 -0.560
C -0.157 -1.713 0.023 -0.362
F 0.636 -1.611 -1.073 -0.275
H -1.005 1.374 -0.962 0.353
H 0.501 2.373 -0.827 0.308
H 0.484 0.770 -1.546 0.306
H 1.517 0.419 0.566 0.210
H 0.303 1.433 1.396 0.350
H 0.485 -2.087 0.837 0.226
H -0.988 -2.268 -0.238 0.380



Which is the most stable structure? *2* is the most stable.